1.
C19H34BBeBr2FK3N2O11 | the ωB97M-V functional and the def2-TZVPD basis

Calculated values
- charge = +1
- gap between HOMO and LUMO (hartree) = 0.063
- HOMO level (eV) = -8.58
- LUMO level (eV) = -6.9

The geometry in XYZ format:
```
74
Properties=species:S:1:pos:R:3:forces:R:3
C -0.669950 6.162246 -0.273029 -0.43 0.73 0.09
C -2.098436 7.017695 -0.132118 -0.07 0.02 -0.35
C -3.386024 6.010198 0.100048 3.10 -1.27 0.07
C -3.230252 5.243277 1.551966 -0.96 1.57 -0.39
O -3.008857 3.808346 1.310908 3.24 0.89 1.30
C -1.665780 3.377884 1.727543 1.04 -0.71 0.01
O -1.880421 2.499811 2.920666 2.58 -1.14 1.39
C -0.630892 1.774048 3.288640 0.78 -0.62 1.81
O -0.180789 1.374506 4.486996 -3.50 2.70 -8.11
C 0.088758 1.644844 1.785228 1.88 1.79 0.69
B 0.799418 0.213818 1.398514 0.45 -0.61 0.65
O 2.179318 -0.004849 1.960889 -3.58 0.25 0.56
N 0.051341 -0.809339 0.564596 2.71 -0.24 1.85
C -1.180340 -1.345666 1.259221 -2.16 -0.23 -0.78
C 0.946188 -1.898903 0.019007 -1.94 -0.17 -0.68
C -0.739572 2.496295 0.656816 -2.36 0.09 0.11
C -1.725649 1.732039 -0.406173 -0.78 0.51 -0.03
O -0.968113 1.152181 -1.564372 0.08 -1.79 5.10
O -1.182042 1.903534 -2.634624 -1.30 2.23 -2.05
H -0.378704 5.787196 0.797875 -0.49 0.42 -2.19
H 0.173549 6.923074 -0.601413 -1.78 -1.65 0.56
H -0.771246 5.290236 -1.072311 0.27 1.85 1.81
H -2.258954 7.663814 -1.115269 0.29 -1.40 2.17
H -1.983665 7.755562 0.799210 -0.40 -1.60 -2.08
H -4.390675 6.651609 0.098965 0.41 -0.18 0.13
H -3.522196 5.223296 -0.780911 0.28 1.73 1.90
H -2.361286 5.766920 2.157945 -1.68 -1.29 -1.23
H -4.228175 5.418529 2.140046 1.90 -0.73 -0.96
H -0.895036 4.152931 2.144754 -2.11 -0.54 -0.98
H 1.038964 2.346097 1.959468 -1.70 -1.44 -0.19
H 2.034949 0.199536 2.952008 0.61 -0.13 -2.12
H -0.978232 -2.318057 1.895329 -0.30 2.13 -1.02
H -1.744846 -0.506970 1.894266 1.60 -1.95 -1.23
H -1.951737 -1.628286 0.393397 1.60 0.44 1.86
H 1.773240 -2.281726 0.752772 -1.22 0.98 -0.86
H 0.246485 -2.837645 -0.208242 1.47 1.76 0.42
H 1.368881 -1.559836 -1.041004 -0.36 0.26 4.59
H -0.146755 3.237854 -0.055957 -0.74 -1.61 2.03
H -2.410742 0.901074 0.079106 1.64 1.52 -1.03
H -2.450170 2.536340 -0.898899 1.60 -1.67 1.22
H -0.315291 2.320732 -2.944787 -0.50 -0.15 1.01
C -4.576070 0.383433 3.355041 0.68 1.21 -0.15
C -5.817197 -0.011153 4.080026 -0.84 0.37 -0.03
O -6.001943 -1.358163 3.708117 1.02 -0.16 0.16
C -4.748276 -1.834607 3.467300 0.76 -3.12 -0.37
O -4.469726 -3.019594 3.389310 -0.56 2.85 0.09
O -3.838440 -0.822092 3.331334 -0.47 -0.94 0.17
F -6.879118 0.701256 3.641326 -0.18 0.09 0.15
H -4.771013 0.709847 2.327986 -0.24 -0.02 0.15
H -4.023515 1.170980 3.874505 0.07 -0.25 -0.11
H -5.742979 0.062955 5.170218 -0.18 0.05 -0.10
Be 3.121827 -3.220240 -0.262532 0.36 -0.34 -0.13
Br -0.117102 2.488685 -4.766114 0.94 0.34 -2.09
N 6.949527 -7.205797 -1.128784 -1.47 -1.07 2.28
C 5.669785 -7.174537 -1.618501 -0.40 0.00 0.02
C 5.208675 -5.880592 -1.522156 0.14 -0.72 -0.24
C 6.249101 -5.102956 -0.959985 0.49 0.03 0.32
C 7.313172 -5.945958 -0.729695 -1.42 0.60 2.76
H 7.534405 -8.029380 -1.071691 -0.39 -0.02 0.40
H 5.197502 -8.073593 -1.991141 0.09 0.12 0.07
H 4.229232 -5.533950 -1.825242 0.64 0.05 0.45
H 6.224989 -4.042091 -0.746749 0.05 -0.17 -0.08
H 8.294890 -5.757924 -0.315886 -0.19 0.05 0.15
Br -5.645416 7.711684 -0.562768 -0.32 0.21 -0.10
O -1.592397 -1.457807 -2.915038 0.89 -1.96 0.07
H -1.291597 -0.568522 -2.871267 0.11 1.44 0.09
K 1.215364 -2.380023 -2.691188 -1.42 -0.13 -2.90
K 8.147133 -6.346614 -2.774040 2.64 1.27 -6.21
C 4.854411 -5.410741 -6.265502 -0.40 -0.16 -1.43
O 5.537634 -4.920313 -5.242167 0.36 0.19 2.08
H 4.257874 -4.699912 -6.862286 -0.14 0.60 -0.01
H 5.428507 -5.914360 -7.061775 0.43 -0.19 -0.05
H 4.094606 -6.179489 -6.044122 -0.73 -0.85 0.52
K 2.619889 -5.732671 -3.483602 0.48 -0.12 -0.99
```
Positions in Å, forces in eV/Å.

Here are the Löwdin charges for atoms 1 to 6, given in e:
1 C -0.115
2 C -0.231
3 C -0.220
4 C -0.149
5 O -0.102
6 C -0.239

2.
C19H34ClF4O6S | the ωB97M-V functional and the def2-TZVPD basis

Calculated values
- charge = -1
- gap between HOMO and LUMO (hartree) = 0.145
- HOMO level (eV) = -2.21
- LUMO level (eV) = 1.7

The geometry in XYZ format:
```
65
Properties=species:S:1:pos:R:3:forces:R:3
C -2.159987 -1.576348 -0.427779 0.00 0.04 0.24
C -2.283651 -0.067315 -0.266576 -0.02 -0.03 0.00
O -1.051271 0.469555 0.265527 -0.02 -0.03 0.08
C -0.537778 1.552276 -0.381048 0.15 -0.09 -0.05
O -1.344845 2.760232 -0.184776 0.02 0.00 -0.05
S -1.758350 3.166262 1.290691 0.28 0.09 -0.11
O -2.072473 4.558151 1.197177 -0.01 0.14 -0.02
O -2.752393 2.273688 1.791173 -0.20 -0.11 0.10
C -0.205014 2.943119 2.238218 -0.09 -0.10 0.19
C -0.365637 1.678400 3.107105 0.12 -0.09 -0.11
C 0.814345 1.380701 4.047916 -0.20 0.10 0.20
C 1.043285 -0.101897 4.258689 -0.14 0.01 0.14
F 1.940930 -0.592788 3.314335 0.03 -0.05 -0.12
C -0.095067 4.169355 3.172249 -0.07 0.13 -0.03
C 0.326617 5.511670 2.549644 -0.03 -0.01 0.15
C 1.772359 5.896748 2.849887 0.01 -0.01 0.03
Cl 1.901642 7.071599 4.208438 -0.03 -0.03 0.04
C 0.975964 2.841773 1.268037 0.05 -0.02 -0.06
C 0.894954 1.853000 0.080549 -0.05 -0.12 -0.03
C 1.705143 0.562343 0.271988 0.13 0.07 0.06
C 2.304521 0.013202 -1.019449 0.00 0.03 -0.12
O 1.454452 -0.947236 -1.626468 -0.13 0.02 -0.06
C 2.087207 -2.169473 -1.902755 -0.10 0.08 0.07
C 1.113379 -3.087225 -2.638492 0.05 -0.01 -0.05
F 1.370420 -4.364123 -2.305812 0.05 0.05 -0.06
F -0.151684 -2.817536 -2.335304 0.04 -0.08 0.00
F 1.258558 -2.976634 -3.968268 -0.02 0.06 0.01
H -1.110011 -1.858760 -0.380180 -0.03 0.02 -0.12
H -2.679802 -2.104403 0.371289 -0.01 0.00 -0.02
H -2.563781 -1.918553 -1.378418 0.01 -0.02 0.01
H -2.498242 0.432007 -1.214735 0.05 -0.04 -0.01
H -3.063936 0.206441 0.440657 -0.07 0.05 -0.07
H -0.571412 1.417003 -1.465549 -0.11 0.05 -0.01
H -0.546428 0.823474 2.455082 0.04 0.03 0.00
H -1.263188 1.796857 3.713365 -0.07 -0.04 -0.06
H 0.612686 1.814315 5.031051 0.03 0.07 -0.03
H 1.752234 1.826555 3.711116 0.04 -0.08 -0.01
H 0.113178 -0.664709 4.151608 0.01 -0.02 -0.02
H 1.457692 -0.311296 5.245532 0.13 0.01 -0.03
H 0.606337 3.906302 3.968515 0.02 0.03 -0.03
H -1.062409 4.300493 3.659734 -0.01 -0.10 0.04
H 0.163010 5.521099 1.474306 0.00 -0.07 -0.02
H -0.334582 6.285704 2.934746 0.05 0.08 -0.03
H 2.359811 5.040167 3.174411 0.04 -0.02 -0.16
H 2.262382 6.370992 2.004306 0.00 0.01 0.00
H 1.184934 3.833853 0.870189 -0.09 0.01 -0.06
H 1.855852 2.571751 1.854751 0.01 0.09 0.05
H 1.353634 2.375237 -0.762805 -0.04 0.08 0.03
H 1.093030 -0.214088 0.728942 0.07 0.00 0.05
H 2.526331 0.764893 0.962567 0.00 0.05 -0.01
H 2.451516 0.823411 -1.745073 0.10 0.00 0.05
H 3.288013 -0.421045 -0.819104 -0.04 -0.08 0.04
H 2.388579 -2.674084 -0.978711 0.04 0.01 -0.02
H 2.955566 -2.024700 -2.553525 0.05 -0.12 0.06
C -1.576962 -7.359061 -5.389223 0.05 0.01 -0.12
C -2.378040 -6.112925 -4.931573 0.02 -0.07 0.17
C -1.357447 -5.028103 -4.508905 0.02 0.03 -0.17
O -3.256706 -6.396339 -3.959266 -0.02 0.04 -0.07
H -1.020018 -7.756326 -4.533908 -0.03 -0.02 0.02
H -2.271510 -8.128568 -5.734889 -0.02 0.00 0.05
H -0.867544 -7.141462 -6.202152 -0.01 0.02 0.01
H -2.851589 -5.713504 -5.877708 -0.03 0.01 -0.01
H -0.799106 -5.392245 -3.640892 -0.03 0.01 0.04
H -1.892855 -4.119358 -4.223076 -0.02 -0.03 0.05
H -0.644842 -4.772522 -5.307368 0.00 -0.02 0.00
```
Positions in Å, forces in eV/Å.

Here are the natural (NBO) charges for atoms 1 to 6, given in e:
1 C -0.645
2 C -0.068
3 O -0.550
4 C 0.389
5 O -0.738
6 S 2.391

3.
C19H34ClFN3O6PS2 | the ωB97M-V functional and the def2-TZVPD basis

Calculated values
- gap between HOMO and LUMO (hartree) = 0.340
- HOMO level (eV) = -9.17
- LUMO level (eV) = 0.1
- SMILES = CCCCN[C@@]1(CCCCCCCSc2nnco2)OC[C@@](OCC)(P(O)Cl)[C@@H]1S(=O)(=O)F

The geometry in XYZ format:
```
67
Properties=species:S:1:pos:R:3:forces:R:3
C 4.587510 -1.625743 2.226482 0.35 -0.02 -0.12
C 4.694921 -2.002853 0.733442 0.01 -0.12 0.26
C 3.442171 -2.649276 0.098043 0.32 0.11 -0.26
C 2.813554 -1.864317 -1.075033 -0.07 -0.40 0.17
N 1.620932 -1.047291 -0.837965 0.01 0.23 -0.35
C 1.725256 0.153749 -0.019109 -0.48 0.35 0.49
C 1.344607 -0.163006 1.427087 0.34 0.00 0.12
C -0.129493 -0.583482 1.611767 0.10 -0.34 0.11
C -0.853564 0.012761 2.838336 -0.14 -0.05 -0.09
C -2.163426 0.713909 2.478890 0.20 0.04 -0.27
C -3.226735 -0.242574 1.932277 0.02 0.12 -0.24
C -4.645294 0.292855 2.091750 -0.06 -0.19 -0.07
C -5.672498 -0.420957 1.215000 -0.05 0.30 0.25
S -5.896735 -2.139972 1.785024 0.00 -0.10 0.03
C -5.979773 -2.988827 0.272354 0.20 -0.01 0.01
N -6.985487 -3.201657 -0.495307 -0.31 0.05 0.01
N -6.523922 -3.960340 -1.562164 -0.40 0.06 -0.14
C -5.279772 -4.143649 -1.345822 0.30 -0.19 -0.15
O -4.841463 -3.568051 -0.216982 0.21 0.01 0.12
O 3.012568 0.704397 -0.103341 0.03 -0.35 -0.11
C 3.160604 1.357309 -1.370993 0.30 0.15 0.10
C 1.753555 1.604675 -1.977150 0.50 -0.14 0.34
O 1.798032 2.963838 -2.372001 -0.07 -0.02 0.02
C 0.775460 3.509517 -3.221774 -0.15 0.31 0.07
C 0.719250 5.018747 -3.001721 0.03 0.02 -0.21
P 1.313088 0.649687 -3.602552 -0.20 0.02 -0.24
O 0.231190 -0.478748 -3.183822 -0.54 0.48 -0.23
Cl 2.991512 -0.507929 -3.997309 0.10 0.03 -0.03
C 0.883568 1.285362 -0.699816 0.10 0.27 -0.57
S 0.641864 2.792485 0.271455 -0.58 -0.18 -0.02
O 0.294607 2.499700 1.618738 0.16 0.03 -0.02
O -0.201017 3.651847 -0.486547 0.16 0.03 0.07
F 2.063855 3.424951 0.326757 0.04 0.03 -0.02
H 4.751385 -0.558819 2.378698 -0.24 0.02 0.04
H 5.360779 -2.134960 2.804805 -0.06 -0.01 0.01
H 3.631871 -1.914973 2.661013 -0.04 0.08 0.01
H 5.523508 -2.707029 0.635908 -0.03 0.02 -0.07
H 4.989326 -1.125984 0.154788 -0.11 0.01 0.00
H 2.697017 -2.896610 0.858114 -0.05 0.03 -0.02
H 3.759347 -3.601963 -0.334654 -0.11 -0.04 0.08
H 3.584189 -1.262230 -1.551112 -0.08 0.02 0.13
H 2.507871 -2.587509 -1.834970 -0.05 0.08 -0.01
H 0.849381 -1.629762 -0.539158 0.06 -0.03 0.23
H 1.637194 0.649464 2.087712 -0.18 0.12 -0.07
H 1.968281 -1.006964 1.711232 0.15 0.04 -0.01
H -0.716472 -0.398123 0.704807 0.02 0.17 0.06
H -0.135163 -1.671512 1.725932 -0.09 0.01 -0.16
H -1.093495 -0.799935 3.530413 0.12 0.09 0.11
H -0.190160 0.708545 3.349904 -0.03 0.00 0.03
H -1.941581 1.456075 1.704899 -0.10 0.09 0.14
H -2.537412 1.281623 3.335057 -0.05 -0.17 0.09
H -3.138073 -1.234902 2.381662 -0.05 0.05 0.10
H -3.049204 -0.386835 0.858526 0.03 -0.09 0.05
H -4.953887 0.210920 3.138717 0.02 0.15 0.01
H -4.676351 1.352722 1.821486 0.04 0.01 0.07
H -5.366063 -0.395799 0.170014 -0.02 -0.18 0.00
H -6.642401 0.065320 1.307920 0.01 0.01 -0.13
H -4.588676 -4.703349 -1.954109 0.04 0.05 0.06
H 3.621697 2.324037 -1.175142 -0.12 0.06 -0.05
H 3.839912 0.810429 -2.022546 -0.17 -0.20 0.02
H -0.194192 3.063621 -2.983178 0.04 -0.10 -0.07
H 1.021568 3.306058 -4.263413 -0.02 -0.16 0.06
H 1.612766 5.351404 -2.474105 -0.03 -0.03 0.05
H -0.161215 5.315419 -2.438549 0.09 -0.01 0.13
H 0.696943 5.534846 -3.962615 -0.02 0.00 0.02
H 0.027934 -0.511292 -2.241645 0.51 -0.42 0.10
H -0.165550 1.050945 -0.904409 0.09 -0.18 -0.03
```
Positions in Å, forces in eV/Å.

Here are the natural (NBO) charges for atoms 1 to 6, given in e:
1 C -0.612
2 C -0.411
3 C -0.415
4 C -0.216
5 N -0.713
6 C 0.457

4.
C19H34FeN4O3S2Si | the ωB97M-V functional and the def2-TZVPD basis

Calculated values
- spin multiplicity = 5
- gap between HOMO and LUMO (alpha / beta) (hartree) = 0.258 / 0.234
- HOMO level (alpha / beta) (eV) = -7.38 / -7.58
- LUMO level (alpha / beta) (eV) = -0.4 / -1.2

The geometry in XYZ format:
```
64
Properties=species:S:1:pos:R:3:forces:R:3
Fe 3.065071 -0.892297 -0.129211 0.04 -0.07 -0.17
N 6.489555 0.649903 1.959395 0.00 -0.03 -0.01
C 5.350177 0.077848 1.518697 -0.05 -0.02 0.02
S 5.136379 -0.060939 -0.212401 0.03 0.11 0.07
N 4.501050 -0.339732 2.429854 0.06 0.02 -0.02
N 3.393136 -0.863131 1.843308 -0.02 -0.03 0.06
C 2.541158 -1.504147 2.558097 -0.01 0.00 -0.03
C 1.397677 -2.028410 1.823552 0.02 0.01 -0.01
C 0.363201 -2.739617 2.427176 0.01 -0.01 -0.01
C -0.654740 -3.291268 1.607785 0.01 0.01 0.01
C -0.703650 -2.958592 0.297556 0.01 -0.02 -0.01
C 0.258672 -1.993930 -0.268410 -0.07 0.04 0.01
N 1.453524 -1.796856 0.509180 -0.11 0.01 0.08
H 7.231727 0.822532 1.306522 -0.01 0.01 0.00
H 6.704333 0.586331 2.939675 0.00 0.01 0.00
H 2.678454 -1.641408 3.625028 0.01 0.01 0.00
H 0.388450 -2.918415 3.492688 0.00 0.00 0.00
H -1.383068 -3.968338 2.034718 0.00 -0.01 0.00
H -1.476140 -3.349209 -0.353057 0.00 0.00 0.00
H 0.546742 -2.236740 -1.293960 0.00 0.00 -0.03
C -0.184352 2.930941 -0.757047 0.01 -0.02 -0.02
C 1.031607 2.126791 -0.321412 0.05 -0.05 0.00
C 2.234627 2.505027 -1.167858 0.08 -0.04 0.00
C 1.323755 2.317892 1.160457 0.01 0.02 -0.01
O 0.813597 0.709159 -0.545597 -0.13 0.03 0.13
Si -0.517473 -0.216361 -0.346753 0.10 0.01 0.01
S 3.004856 -1.465823 -2.117339 -0.01 -0.02 -0.01
O -1.227321 0.095610 1.084120 -0.05 0.10 -0.17
C -2.581820 0.199272 1.573250 0.08 -0.11 0.15
C -3.436915 -0.956727 1.072083 0.00 0.00 -0.05
C -3.183066 1.528000 1.142803 0.05 0.01 -0.03
C -2.453282 0.137210 3.089315 -0.01 0.00 0.00
O -1.638096 -0.081135 -1.511515 -0.07 -0.02 0.03
C -1.689687 -0.359975 -2.926323 0.02 0.03 0.00
C -1.981087 -1.842333 -3.114440 -0.03 -0.03 -0.02
C -0.379293 0.025239 -3.597239 -0.02 -0.02 0.02
C -2.843492 0.478441 -3.457260 0.02 0.00 0.01
H -0.013985 3.991642 -0.566385 0.02 -0.01 -0.01
H -1.073755 2.629573 -0.210198 -0.10 -0.03 0.06
H -0.369802 2.799413 -1.822804 -0.01 -0.01 -0.04
H 2.416735 3.579077 -1.101091 -0.01 0.01 0.00
H 2.063545 2.234516 -2.210230 -0.02 0.01 0.00
H 3.130104 1.982042 -0.829655 -0.01 -0.01 -0.01
H 1.596016 3.355912 1.359132 -0.01 0.00 0.02
H 2.162879 1.683590 1.454472 0.01 0.01 0.02
H 0.456746 2.053347 1.768754 0.01 0.00 -0.03
H -3.482946 -0.959054 -0.017931 0.00 -0.01 0.02
H -4.451408 -0.855710 1.459881 -0.01 0.01 0.01
H -3.031658 -1.906658 1.417137 -0.01 -0.01 -0.02
H -3.263428 1.578694 0.056397 0.02 0.02 -0.03
H -2.568087 2.355156 1.499168 0.01 0.02 -0.01
H -4.181870 1.638238 1.568211 0.00 0.00 -0.01
H -1.995307 -0.807912 3.384937 0.00 0.00 0.00
H -3.433704 0.215717 3.561471 0.00 0.00 0.00
H -1.824792 0.952758 3.449278 0.00 0.00 -0.01
H -1.138099 -2.458438 -2.797409 0.01 0.02 0.03
H -2.165836 -2.055372 -4.168135 0.00 -0.01 0.00
H -2.867899 -2.127527 -2.545243 0.01 0.00 0.00
H 0.468753 -0.511961 -3.166869 0.03 0.02 0.01
H -0.196207 1.094723 -3.494557 0.03 0.03 0.03
H -0.421156 -0.212543 -4.661397 -0.02 0.00 0.00
H -3.776000 0.194366 -2.967052 0.00 0.00 0.00
H -2.956921 0.336349 -4.532612 0.00 0.00 0.00
H -2.656176 1.535258 -3.262718 0.00 0.00 0.00
```
Positions in Å, forces in eV/Å.

Here are the natural (NBO) charges for atoms 1 to 6, given in e:
1 Fe 0.831
2 N -0.782
3 C 0.292
4 S -0.207
5 N -0.436
6 N -0.291

So what do the calculations give for max |F|? Going down the list: 9.237; 0.309; 0.773; 0.202 eV Å⁻¹.